Record 1
Here is a molecular structure, C9H18MnNO4S5Sb from the Open Molecules 2025 dataset. Energies are from ωB97M-V/def2-TZVPD.

The value obtained for the molecular weight is 541.28 g mol⁻¹. The calculation puts the total energy at -111340.3039 eV. Its charge is -2. Its expectation value of S² is 4.17. The HOMO energy (alpha / beta) comes out at -0.71 / -1.05 eV. Its spin multiplicity is 4.

Atoms and positions in Å:
S (2.33, -2.91, 4.21)
Sb (0.95, -1.34, 3.28)
O (0.04, 0.44, -0.94)
H (4.45, 1.03, -1.10)
H (-0.62, -1.40, -2.83)
H (-2.21, -2.14, -3.10)
C (-1.59, -2.06, -1.06)
C (-1.65, -1.48, -2.45)
H (-2.49, -4.15, 0.53)
S (0.70, -1.75, 0.96)
C (-1.56, -4.23, -0.03)
O (-2.77, 0.44, -0.48)
O (-2.93, 2.63, -0.93)
H (-3.01, 2.12, 1.85)
H (2.58, 0.70, -2.97)
C (-2.12, 1.95, 1.23)
H (1.56, 3.56, -0.38)
H (2.82, 1.03, 0.80)
C (3.53, 1.60, -1.18)
C (2.45, 0.80, -1.89)
H (-2.08, -0.48, -2.42)
C (-2.64, 1.68, -0.20)
H (-0.44, 1.07, 2.11)
H (3.75, 2.52, -1.73)
H (3.53, 2.64, 0.75)
Mn (-1.42, -0.87, 0.37)
O (-1.62, -3.38, -1.18)
S (-2.69, -1.89, 1.86)
S (0.83, 1.56, -1.51)
C (2.93, 1.93, 0.18)
N (-1.35, 0.81, 1.72)
H (-1.85, 0.31, 2.45)
C (1.54, 2.50, -0.11)
H (2.33, -0.19, -1.43)
H (-1.55, 2.88, 1.25)
H (-1.42, -5.23, -0.44)
S (1.58, 0.90, 3.49)
H (-0.74, -3.93, 0.61)
H (0.84, 2.35, 0.71)

***

Record 2
Here is a molecular structure, C9H18N2O3 at a distorted geometry from the Open Molecules 2025 dataset. Energies are from ωB97M-V/def2-TZVPD.

The value obtained for the molecular weight is 202.25 g mol⁻¹. The calculation puts the total energy at -18738.5179 eV. Its charge is 0. The HOMO energy comes out at -9.73 eV. Its energy relative to the best compared isomer or geometry (same formula, charge and spin) is 10.498 eV.

Atoms and positions in Å:
C (2.57, -1.76, -1.24)
H (3.06, -2.69, -0.68)
H (-0.38, -0.09, 1.46)
H (3.24, -1.83, 1.53)
N (-2.62, -0.72, 1.51)
H (3.14, 0.12, 1.73)
O (1.69, 3.27, 0.63)
H (-2.51, 0.57, 1.87)
H (-3.61, -0.29, -1.68)
H (1.61, -2.22, -1.97)
H (1.58, 1.00, 1.33)
H (0.92, -1.41, 0.00)
H (-4.01, -1.01, 1.77)
C (2.51, -0.86, 1.20)
N (-0.39, 0.58, 0.64)
H (1.42, -0.80, 1.76)
C (-2.44, -0.57, 0.05)
H (-3.75, 1.14, -0.50)
C (0.78, 2.61, 0.17)
H (3.56, -1.07, -1.96)
C (1.93, -0.97, -0.26)
C (1.54, 0.49, -0.78)
O (-0.31, 2.87, -0.66)
C (0.82, 1.13, 0.38)
C (-1.38, 0.41, -0.24)
H (-1.85, -1.49, -0.43)
H (-0.58, 1.90, -1.01)
C (-3.71, 0.01, -0.63)
O (-1.55, 0.93, -1.44)
H (0.79, 0.20, -1.72)
H (-4.61, -0.49, 0.16)
H (2.56, 1.05, -1.02)

***

Record 3
Here is a molecular structure, C9H18N2O4 at a distorted geometry from the Open Molecules 2025 dataset. Energies are from ωB97M-V/def2-TZVPD.

The value obtained for the molecular weight is 218.25 g mol⁻¹. The calculation puts the total energy at -20789.7671 eV. Its charge is 0. The HOMO energy comes out at -9.67 eV. Its energy relative to the best compared isomer or geometry (same formula, charge and spin) is 7.393 eV.

Atoms and positions in Å:
O (-1.91, -2.81, -0.01)
O (4.60, -0.21, 0.04)
H (-3.23, 0.63, -1.04)
H (0.49, 1.68, -1.60)
H (-2.81, 1.65, 1.45)
H (1.95, 0.75, -1.40)
H (3.41, 1.06, 0.72)
H (-1.63, 0.18, 0.86)
N (2.32, -0.27, -1.33)
C (-1.88, 2.39, 1.14)
C (3.40, -0.09, 0.78)
C (2.32, -0.70, -0.10)
C (-1.57, 2.21, -0.45)
H (0.11, 3.44, -0.99)
H (0.07, -0.80, -1.27)
H (3.24, -0.50, -1.82)
C (0.02, 2.29, -0.76)
H (0.45, 2.10, 0.35)
C (-1.56, -0.34, -0.16)
H (-1.62, 0.57, -2.02)
H (-1.07, 1.93, 1.77)
C (-2.08, 0.75, -1.02)
H (-2.02, 3.09, -1.06)
H (3.41, -0.54, 1.88)
C (-2.54, -1.55, 0.12)
O (-3.73, -1.30, 0.33)
O (0.80, 0.24, 1.52)
H (-2.04, 3.48, 1.34)
C (0.86, -0.41, 0.50)
H (-0.87, -2.94, -0.70)
H (2.28, -1.88, 0.15)
H (4.79, -1.41, -0.07)
N (-0.17, -0.74, -0.35)

***

Record 4
Here is C9H18N2S in the gas phase at a distorted geometry from the Open Molecules 2025 dataset. Energies are from ωB97M-V/def2-TZVPD.

The value obtained for the molecular weight is 186.32 g mol⁻¹. The calculation puts the total energy at -23440.2372 eV. Its charge is 0. As for the SMILES: CCCCCCNC1=NCCS1. The HOMO energy comes out at -8.44 eV. Its energy relative to the best compared isomer or geometry (same formula, charge and spin) is 0.789 eV.

Atoms and positions in Å:
H (-1.30, -0.57, 0.45)
C (1.63, 0.14, -0.24)
H (-4.63, -1.07, -1.16)
C (3.91, -0.71, 0.24)
H (4.15, 1.30, 0.91)
H (4.48, -0.44, -0.62)
C (-3.11, 0.26, -0.51)
H (-3.72, 1.17, -0.44)
H (3.27, 0.22, 2.05)
H (0.51, 2.44, -0.88)
H (-4.44, -0.82, 1.85)
H (0.27, -0.32, -1.76)
C (-3.97, -0.96, -0.29)
H (-1.66, 2.49, 0.47)
H (-2.36, 0.34, 1.49)
H (-0.89, 1.68, -1.82)
C (-1.02, 1.60, 0.40)
H (4.58, -1.30, 0.86)
N (0.55, 0.36, -1.07)
H (-0.38, 1.67, 1.29)
C (3.42, 0.50, 1.01)
N (2.14, 0.98, 0.56)
C (-0.18, 1.62, -0.93)
H (-2.65, 0.30, -1.55)
H (-3.34, -1.84, -0.23)
S (2.33, -1.49, -0.34)
C (-4.92, -0.95, 0.89)
H (-5.46, -1.90, 0.85)
C (-1.92, 0.35, 0.52)
H (-5.59, -0.11, 0.76)

***

Record 5
Here is 2 unconnected molecules or ions with the total composition C9H18N3O3 at a distorted geometry from the Open Molecules 2025 dataset. Energies are from ωB97M-V/def2-TZVPD.

The value obtained for the molecular weight is 216.26 g mol⁻¹. The calculation puts the total energy at -20231.5669 eV. Its charge is -1. The HOMO energy (alpha / beta) comes out at -2.60 / -2.60 eV. Its energy relative to the best compared isomer or geometry (same formula, charge and spin) is 0.731 eV.

Atoms and positions in Å:
H (-1.62, -0.85, -1.59)
C (3.59, 0.17, 1.22)
N (1.05, -1.02, -0.94)
H (3.76, 0.44, -1.61)
O (-3.73, 1.11, 0.18)
H (1.23, -2.99, -0.76)
H (-2.56, 1.11, 1.77)
C (-2.97, -0.92, 1.21)
N (0.61, -2.25, -1.15)
C (2.45, 0.45, 0.26)
H (2.05, 1.07, -1.61)
H (4.42, -0.37, 0.80)
C (1.40, 1.45, 0.80)
H (0.94, 0.97, 1.78)
H (1.98, 2.26, 1.28)
H (-2.74, -2.56, -0.08)
H (3.45, 2.00, -0.91)
H (3.30, -0.34, 2.12)
C (-2.57, -0.61, -1.13)
C (2.96, 1.05, -1.07)
C (-2.78, -1.51, 0.03)
N (1.93, -0.91, -0.09)
C (-2.62, 0.78, -0.71)
H (-3.08, -1.55, 2.16)
H (-3.27, -0.69, -1.99)
H (-1.65, 0.98, -0.22)
H (0.60, 1.65, 0.13)
O (0.43, -0.06, -1.54)
H (4.17, 1.15, 1.43)
O (-0.40, -2.64, -1.89)
H (-2.63, 1.64, -1.33)
H (-4.27, 0.44, 2.04)
C (-3.44, 0.53, 1.39)

***

Record 6
Here is 2 unconnected molecules or ions with the total composition C9H18N3O4S at a distorted geometry from the Open Molecules 2025 dataset. Energies are from ωB97M-V/def2-TZVPD.

The value obtained for the molecular weight is 264.33 g mol⁻¹. The calculation puts the total energy at -33112.9826 eV. Its charge is +1. The HOMO energy comes out at -13.49 eV. Its energy relative to the best compared isomer or geometry (same formula, charge and spin) is 0.000 eV.

Atoms and positions in Å:
H (3.45, -1.72, -1.25)
H (-3.19, 1.79, 3.39)
H (-0.36, -0.42, 2.85)
O (2.64, -4.53, -4.22)
H (1.94, 2.73, 0.30)
C (0.61, 1.37, -0.80)
C (-2.51, 1.76, 2.52)
H (-2.64, 1.03, 0.49)
H (-0.86, -0.33, -0.78)
C (-2.86, 0.63, 1.50)
O (3.07, -2.12, -3.95)
H (1.13, 1.32, 2.40)
C (2.53, -2.13, -1.68)
N (-0.63, -0.59, 1.89)
H (-3.79, 3.21, 1.45)
H (-3.95, 0.47, 1.55)
C (-2.74, 3.14, 1.78)
H (1.72, -2.03, -0.96)
H (1.18, -1.69, -3.31)
N (-0.22, 0.29, -0.30)
S (3.41, -3.62, -3.46)
C (-2.10, -0.71, 1.71)
H (-2.25, -1.31, 0.78)
H (-2.12, 3.12, 0.85)
H (-1.45, 1.75, 2.82)
C (2.21, -1.49, -3.01)
H (-2.53, -1.32, 2.52)
O (2.76, -3.50, -1.99)
C (-0.01, 0.27, 1.01)
H (-2.43, 4.00, 2.39)
H (0.66, 1.69, -1.85)
H (2.38, -0.41, -3.00)
N (0.87, 1.19, 1.43)
C (1.25, 1.89, 0.27)
O (4.82, -3.73, -3.33)

***

Record 7
Here is 2 unconnected molecules or ions with the total composition C9H18NO at a distorted geometry from the Open Molecules 2025 dataset. Energies are from ωB97M-V/def2-TZVPD.

The value obtained for the molecular weight is 156.25 g mol⁻¹. The calculation puts the total energy at -13152.9223 eV. Its charge is +1. The HOMO energy comes out at -13.89 eV. Its energy relative to the best compared isomer or geometry (same formula, charge and spin) is 1.632 eV.

Atoms and positions in Å:
H (-1.00, 2.06, 3.98)
C (-1.79, 2.60, -3.02)
C (-1.19, 0.84, -1.11)
H (1.45, -2.71, -0.40)
C (-1.40, 1.63, -1.99)
H (3.17, -0.71, 0.24)
H (1.43, -1.40, -1.46)
H (-0.91, 3.11, -3.35)
C (0.60, -1.51, 1.11)
C (0.68, -2.77, 0.41)
H (-0.26, -1.40, 1.91)
N (0.20, -0.59, 0.05)
H (2.63, 0.97, 0.25)
C (2.63, 0.02, -0.38)
H (-3.10, -0.15, 0.60)
C (1.25, -0.39, -0.95)
H (-0.24, -2.97, -0.03)
H (0.54, 1.94, 3.58)
C (-0.91, -0.08, -0.05)
H (0.82, 0.35, -1.59)
H (-1.95, 0.53, 1.73)
H (-2.55, 3.22, -2.60)
O (-0.29, 1.60, 3.42)
H (-1.98, 2.12, -3.97)
H (1.01, -3.62, 1.12)
H (1.72, -1.24, 1.39)
H (3.39, 0.12, -1.21)
C (-1.98, -0.30, 0.91)
H (-1.95, -1.27, 1.42)

***

Record 8
Here is a gas-phase ion, C9H18NO3 (charge -1) at a distorted geometry from the Open Molecules 2025 dataset. Energies are from ωB97M-V/def2-TZVPD.

The value obtained for the molecular weight is 188.25 g mol⁻¹. The calculation puts the total energy at -17250.7703 eV. Its charge is -1. As for the SMILES: CC(C)C[C@@H](C)CO[N-]CC(=O)O. The HOMO energy comes out at -1.42 eV. Its energy relative to the best compared isomer or geometry (same formula, charge and spin) is 4.925 eV.

Atoms and positions in Å:
H (-0.38, 1.67, -1.95)
C (0.26, 2.52, 0.34)
C (3.37, -0.79, 1.12)
C (2.51, -0.85, -1.37)
C (2.33, -0.04, 0.04)
C (-3.65, -1.13, -0.79)
N (-2.68, -0.46, -1.73)
H (2.78, -1.99, -1.14)
C (-3.50, -0.71, 0.79)
H (4.47, -0.83, 0.73)
H (-4.73, -0.86, -1.16)
H (0.49, 2.86, 1.46)
H (0.40, -1.25, 0.63)
C (-0.24, 0.97, 0.21)
H (3.41, -0.40, -2.01)
H (-2.67, -1.17, 2.59)
H (1.15, 2.81, -0.39)
H (-3.50, -2.29, -0.86)
O (-4.33, 0.17, 1.40)
H (-0.65, 3.21, -0.01)
H (2.99, -1.92, 1.15)
C (-0.80, 0.76, -1.31)
H (0.99, 0.02, 1.89)
H (-0.52, -0.28, -1.78)
C (0.84, -0.16, 0.72)
O (-2.30, 0.77, -1.26)
H (1.56, -0.87, -2.06)
O (-2.45, -1.33, 1.62)
H (3.26, -0.37, 2.21)
H (2.74, 1.08, -0.03)
H (-1.19, 0.86, 0.93)

***

Record 9
Here is 2 unconnected molecules or ions with the total composition C9H18NO4P at a distorted geometry from the Open Molecules 2025 dataset. Energies are from ωB97M-V/def2-TZVPD.

The value obtained for the molecular weight is 235.22 g mol⁻¹. The calculation puts the total energy at -28591.8018 eV. Its charge is 0. The HOMO energy comes out at -8.56 eV. Its energy relative to the best compared isomer or geometry (same formula, charge and spin) is 2.732 eV.

Atoms and positions in Å:
H (0.56, -2.20, -2.87)
C (0.11, 1.52, 1.73)
H (2.03, -2.59, 1.90)
H (1.64, -0.89, -2.67)
H (-0.29, 0.83, -3.49)
C (0.82, -1.29, -3.34)
H (0.99, -1.20, 2.58)
C (1.99, -1.48, 2.15)
O (-0.58, -0.23, -1.74)
O (-1.87, -1.22, 2.38)
H (-0.34, 2.78, -0.06)
H (2.87, -1.20, 2.91)
H (2.58, 0.29, 1.12)
C (-1.83, -1.08, 1.19)
C (2.36, -0.73, 0.88)
H (-2.24, 3.34, 1.89)
O (1.34, -1.01, -0.09)
C (-2.25, 2.52, 1.19)
H (-2.77, 2.89, 0.33)
H (-1.58, -1.37, -0.78)
P (0.64, 0.35, -0.75)
H (-2.89, -2.27, 0.04)
H (1.05, -1.14, -4.42)
H (3.23, -1.16, 0.42)
O (1.59, 1.22, -1.49)
H (-0.24, 1.36, 2.72)
H (-1.27, -0.64, -3.47)
C (-0.46, 0.73, 0.57)
N (-2.21, -1.61, 0.06)
H (1.10, 1.83, 1.71)
C (-0.35, -0.31, -3.09)
H (-2.83, 1.81, 1.74)
C (-0.87, 2.16, 0.75)

***

Record 10
Here is a molecular structure, C9H18NORb at a distorted geometry from the Open Molecules 2025 dataset. Energies are from ωB97M-V/def2-TZVPD.

The value obtained for the molecular weight is 241.72 g mol⁻¹. The calculation puts the total energy at -13815.3481 eV. Its charge is 0. The HOMO energy comes out at -4.87 eV. Its energy relative to the best compared isomer or geometry (same formula, charge and spin) is 0.165 eV.

Atoms and positions in Å:
H (16.75, -3.83, 11.45)
C (17.03, -3.48, 8.70)
H (13.00, -3.24, 9.48)
C (16.03, 0.21, 9.11)
H (16.65, -1.70, 7.52)
H (15.50, -3.10, 12.43)
H (13.09, -3.40, 11.24)
H (15.33, -4.76, 11.85)
H (15.35, 0.18, 8.26)
H (15.77, -5.04, 9.30)
H (16.95, 0.70, 8.80)
H (15.00, -3.88, 8.19)
H (18.11, -0.43, 10.60)
C (14.99, -3.26, 10.27)
C (15.63, -3.98, 9.08)
H (16.73, -0.62, 11.69)
C (16.97, -1.97, 8.53)
N (15.05, -1.83, 10.03)
Rb (11.99, -1.30, 12.92)
H (17.76, -3.72, 9.48)
H (15.57, 0.82, 9.89)
C (17.26, -1.07, 10.85)
H (17.37, -4.00, 7.81)
C (13.54, -3.71, 10.31)
H (17.74, -1.98, 11.22)
O (14.35, -1.07, 10.98)
H (13.38, -4.78, 10.19)
C (15.67, -3.76, 11.57)
C (16.29, -1.19, 9.67)
H (18.01, -1.59, 8.43)

***

Record 11
Here is a molecular structure, C9H18NOS8SbW at a distorted geometry from the Open Molecules 2025 dataset. Energies are from ωB97M-V/def2-TZVPD.

The value obtained for the molecular weight is 718.39 g mol⁻¹. The calculation puts the total energy at -108191.1613 eV. Its charge is +2. The HOMO energy (alpha / beta) comes out at -15.17 / -15.17 eV.

Atoms and positions in Å:
C (7.88, 7.74, 11.96)
H (9.91, 6.93, 11.79)
S (5.69, 6.73, 9.05)
S (10.99, 6.54, 3.84)
C (5.34, 10.45, 5.60)
W (8.60, 8.50, 8.47)
C (8.88, 6.63, 11.60)
C (7.90, 10.47, 8.43)
H (6.21, 5.77, 11.22)
N (7.60, 11.59, 8.44)
S (9.81, 9.49, 6.41)
H (4.02, 8.28, 9.61)
C (6.19, 5.38, 10.19)
S (10.46, 8.78, 9.28)
C (7.54, 4.93, 9.66)
C (5.71, 7.74, 5.10)
C (4.89, 7.87, 10.12)
H (4.54, 10.20, 6.31)
C (5.71, 9.07, 10.38)
H (8.28, 8.25, 12.81)
H (7.51, 4.55, 8.60)
H (5.47, 4.48, 10.32)
H (5.34, 9.65, 11.26)
H (5.92, 11.38, 5.83)
Sb (9.93, 7.40, 5.42)
O (6.67, 8.80, 7.15)
H (5.73, 9.62, 9.40)
S (6.56, 9.14, 5.65)
H (6.45, 6.91, 5.16)
H (4.57, 7.46, 11.07)
H (6.88, 7.37, 12.10)
H (4.75, 7.54, 5.58)
H (8.61, 5.69, 12.12)
S (7.65, 9.08, 10.75)
H (4.96, 10.40, 4.60)
S (8.89, 6.17, 9.76)
H (7.95, 4.12, 10.25)
S (8.66, 6.34, 7.01)
H (5.50, 7.80, 4.02)

***

Record 12
Here is a molecular structure, C9H18NP at a distorted geometry from the Open Molecules 2025 dataset. Energies are from ωB97M-V/def2-TZVPD.

The value obtained for the molecular weight is 171.22 g mol⁻¹. The calculation puts the total energy at -20401.3545 eV. Its charge is 0. The HOMO energy comes out at -8.36 eV. Its energy relative to the best compared isomer or geometry (same formula, charge and spin) is 0.770 eV.

Atoms and positions in Å:
H (-2.07, 0.42, 1.90)
C (0.83, -0.97, -0.03)
C (1.54, -0.21, 1.09)
C (-0.87, 1.00, 0.00)
H (-0.74, 1.60, 2.08)
C (-1.77, 1.33, -1.23)
H (2.44, -0.72, 1.33)
C (-1.53, 1.37, 1.41)
C (0.47, 1.79, -0.23)
H (0.96, -0.08, 1.96)
C (1.62, -0.23, -1.10)
H (0.42, 2.67, 0.44)
H (-1.61, -2.39, -0.88)
H (-2.65, 0.75, -1.18)
H (-2.16, 2.27, 1.24)
H (0.43, 1.99, -1.28)
H (1.80, -2.91, 0.34)
H (2.57, -0.77, -1.29)
H (0.21, -3.13, 0.46)
P (-1.87, -1.50, 0.17)
H (1.15, -0.02, -2.08)
N (-0.64, -0.47, -0.03)
H (2.58, 1.57, 0.09)
H (-1.21, 1.16, -2.17)
H (-1.41, -2.29, 1.40)
H (-1.94, 2.37, -1.25)
C (0.93, -2.54, -0.07)
C (1.71, 0.89, -0.02)
H (0.82, -2.93, -1.06)